1.
C26H26NO2PdS2Te as an isolated structure. Source: the Open Molecules 2025 dataset; level of theory: the ωB97M-V functional and the def2-TZVPD basis.

The total charge is +1. For the HOMO-LUMO gap (alpha / beta), the calculation gives 7.8 / 4.6 eV. The highest occupied orbital energy (alpha / beta) comes out at -10.730 / -10.831 eV. The LUMO energy (alpha / beta) is -2.90 / -6.21 eV. The multiplicity is 5.

Geometry (Å):
Pd  0.0842  -0.1136  0.2837
S  -1.0848  2.1287  -0.4040
C  -2.2165  1.2752  0.5143
N  -1.8863  0.0856  1.0222
C  -2.9087  -0.4816  1.7109
C  -2.8708  -1.7195  2.3667
C  -4.0057  -2.1546  3.0027
C  -5.1778  -1.3779  3.0059
C  -5.2300  -0.1471  2.3830
C  -4.0880  0.3021  1.7321
S  -3.8432  1.7813  0.8626
H  -1.9546  -2.2941  2.3618
H  -4.0063  -3.1064  3.5164
H  -6.0589  -1.7515  3.5096
H  -6.1291  0.4533  2.4017
C  2.1718  -8.7676  2.0267
C  1.8698  -7.3539  1.6359
C  2.8539  -6.5260  1.1063
C  2.5943  -5.2096  0.7568
C  3.6955  -4.3599  0.1887
C  1.2950  -4.7195  0.9660
Te  0.9400  -2.6480  0.6029
C  0.2648  -5.5374  1.4561
C  -1.1446  -5.0403  1.6328
C  0.5802  -6.8416  1.7869
H  3.2023  -9.0317  1.8012
H  1.5085  -9.4587  1.5049
H  2.0040  -8.9034  3.0966
H  3.8549  -6.9129  0.9579
H  4.5136  -4.9837  -0.1642
H  4.0910  -3.6886  0.9549
H  3.3355  -3.7488  -0.6382
H  -1.4158  -4.3298  0.8504
H  -1.2570  -4.5493  2.6034
H  -1.8500  -5.8681  1.5980
H  -0.1999  -7.4897  2.1707
C  7.3205  1.7260  -3.8141
C  6.1260  1.1647  -3.0986
C  4.8428  1.6191  -3.3604
C  3.7278  1.1025  -2.7118
C  2.3745  1.6441  -3.0852
C  3.9135  0.0801  -1.7645
C  5.2031  -0.4150  -1.4999
C  5.4716  -1.5221  -0.5176
C  6.2833  0.1495  -2.1635
C  2.7306  -0.4427  -0.9990
O  2.6410  -1.6751  -0.7504
O  1.8739  0.4193  -0.6276
H  7.0632  2.6273  -4.3675
H  7.7122  0.9921  -4.5214
H  8.1212  1.9584  -3.1119
H  4.7040  2.4060  -4.0933
H  2.4354  2.2096  -4.0135
H  2.0044  2.3061  -2.3020
H  1.6416  0.8473  -3.2101
H  4.9986  -1.3220  0.4441
H  6.5437  -1.6369  -0.3647
H  5.0734  -2.4639  -0.8918
H  7.2781  -0.2187  -1.9378

Cartesian forces, eV/Å:
0.144 0.378 -0.082
-0.285 -0.207 0.242
-0.152 0.467 -0.235
-0.077 -0.189 0.085
0.009 0.221 -0.085
-0.050 -0.161 0.103
0.226 -0.077 -0.041
-0.121 0.219 -0.077
-0.141 -0.071 0.105
0.142 0.223 -0.169
0.105 -0.300 0.122
-0.017 -0.013 -0.001
0.016 0.001 -0.009
0.010 0.005 0.019
-0.015 -0.039 0.003
-0.058 0.004 0.029
0.015 0.151 -0.067
-0.089 -0.081 0.042
0.063 0.120 -0.044
-0.162 -0.126 0.110
0.041 0.418 -0.073
-0.151 -0.900 0.314
-0.140 0.111 0.013
0.093 -0.005 0.067
0.013 -0.099 0.002
-0.001 -0.026 0.002
0.028 -0.020 -0.002
0.027 -0.030 -0.005
-0.005 -0.019 -0.005
0.025 -0.011 0.004
0.006 0.026 -0.059
0.118 -0.081 0.044
-0.087 -0.032 0.020
-0.013 0.014 -0.019
-0.014 -0.003 -0.003
-0.021 0.015 -0.016
-0.027 -0.040 -0.025
0.016 -0.048 0.086
-0.002 0.006 -0.045
0.055 -0.124 0.042
-0.048 0.077 0.120
-0.061 -0.054 0.042
-0.025 0.063 -0.069
-0.045 0.021 -0.056
-0.066 -0.041 0.040
0.059 0.870 -0.113
0.556 -0.015 -0.450
0.067 -0.675 0.109
0.033 0.009 0.004
0.010 0.032 -0.018
-0.003 0.034 -0.009
-0.029 -0.024 -0.008
0.023 -0.034 -0.008
-0.042 0.012 -0.040
-0.024 0.014 -0.021
0.017 -0.053 0.050
-0.021 0.031 0.030
0.072 0.041 0.030
0.005 0.012 -0.026

Löwdin atomic charge list, values in e, 4 entries: 0.4467, 0.8025, -1.0963, -0.1013

2.
C26H26NOPdS2 as an isolated structure. Source: the Open Molecules 2025 dataset; level of theory: the ωB97M-V functional and the def2-TZVPD basis.

The total charge is -1. For the HOMO-LUMO gap (alpha / beta), the calculation gives 3.4 / 7.5 eV. The highest occupied orbital energy (alpha / beta) comes out at -0.731 / -4.827 eV. The LUMO energy (alpha / beta) is 2.65 / 2.64 eV. The multiplicity is 3.

Geometry (Å):
Pd  -0.2758  -0.2776  0.0497
S  -3.2277  0.6911  3.2323
C  -4.1171  0.2503  1.8332
C  -3.3103  -0.1160  0.8010
C  -1.9261  -0.0507  1.1120
C  -1.7104  0.3688  2.4056
C  -0.4387  0.5523  3.0779
C  -0.3549  0.8296  4.4515
C  0.8732  1.0093  5.0459
C  2.0175  0.9096  4.2614
C  1.8519  0.6186  2.9205
N  0.6788  0.4353  2.3282
H  -5.1948  0.3043  1.8658
H  -3.7040  -0.4376  -0.1526
H  -1.2695  0.8874  5.0271
H  0.9465  1.2193  6.1056
H  3.0016  1.0546  4.6846
H  2.7210  0.5327  2.2744
C  0.8532  -3.6996  -1.9268
C  0.3715  -2.2849  -1.6067
C  1.5973  -1.3655  -1.3333
C  -0.4152  -1.7102  -2.8014
C  -0.5028  -2.1966  -0.3733
H  1.4743  -3.7149  -2.8277
H  -0.0024  -4.3596  -2.0847
H  1.4448  -4.0956  -1.0980
H  2.1529  -1.1729  -2.2532
H  2.2629  -1.8313  -0.6070
H  1.2762  -0.3808  -0.9295
H  0.1825  -1.7000  -3.7181
H  -0.7382  -0.6955  -2.5667
H  -1.3121  -2.3093  -2.9717
H  -0.3937  -2.9980  0.3598
O  0.0698  1.9233  -0.6394
S  1.2096  2.8960  -0.8162
C  1.3572  3.7140  0.7520
C  0.2377  3.9943  1.5532
C  0.4021  4.7165  2.7200
C  1.6656  5.1564  3.1171
C  2.7794  4.8646  2.3201
C  2.6292  4.1564  1.1453
C  0.5356  4.2007  -1.7970
C  1.3764  4.8930  -2.6852
C  0.8628  5.9097  -3.4627
C  -0.4862  6.2711  -3.3629
C  -1.3106  5.6016  -2.4547
C  -0.8156  4.5735  -1.6780
H  -0.7330  3.6089  1.2660
H  -0.4590  4.9289  3.3438
H  1.7879  5.7062  4.0424
H  3.7656  5.1930  2.6286
H  3.4852  3.9273  0.5184
H  2.4240  4.6191  -2.7518
H  1.5061  6.4312  -4.1626
H  -0.8877  7.0555  -3.9926
H  -2.3548  5.8820  -2.3753
H  -1.4556  4.0259  -0.9980

Cartesian forces, eV/Å:
-0.771 -0.240 -0.143
0.266 -0.095 -0.304
0.012 0.118 0.249
-0.236 -0.089 -0.038
0.744 -0.076 0.392
-0.893 -0.035 -0.151
0.760 0.045 0.164
-0.259 -0.055 -0.212
0.180 -0.018 -0.124
-0.156 0.020 0.226
0.189 0.002 -0.188
-0.434 0.206 0.457
0.009 -0.044 -0.090
0.079 0.016 -0.036
0.037 0.045 0.076
-0.017 0.026 0.003
0.026 0.006 -0.065
-0.021 0.013 -0.013
-0.060 0.071 0.105
-0.115 0.034 -0.214
-0.385 -0.505 0.042
0.063 -0.160 0.069
0.400 0.563 0.220
-0.006 0.012 -0.012
0.023 -0.030 -0.020
-0.018 -0.043 -0.002
-0.013 0.218 0.015
-0.004 0.084 0.059
0.890 0.217 -0.543
0.032 -0.007 0.012
0.013 0.032 -0.099
0.012 -0.014 -0.042
-0.257 -0.012 -0.001
-0.632 -0.614 0.088
0.412 1.357 0.228
0.144 -0.584 -0.381
-0.206 0.071 -0.013
0.118 0.062 -0.013
-0.049 0.044 0.123
0.002 -0.029 -0.074
0.028 0.021 0.115
0.204 -0.783 0.060
0.000 0.078 -0.071
0.063 -0.026 0.053
-0.150 0.074 -0.040
0.156 0.094 -0.052
-0.171 0.106 0.204
0.031 -0.050 0.050
-0.013 -0.021 -0.005
-0.016 0.008 -0.017
0.005 -0.017 0.000
0.005 0.019 0.018
-0.017 -0.029 -0.034
0.023 -0.027 0.006
0.004 0.013 0.039
-0.009 -0.026 0.023
-0.024 -0.043 -0.099

Löwdin atomic charge list, values in e, 4 entries: 0.7593, 0.9757, -0.4470, -0.2074

3.
C26H27CdF6N4OSb as an isolated structure. Source: the Open Molecules 2025 dataset; level of theory: the ωB97M-V functional and the def2-TZVPD basis.

The total charge is +1. For the HOMO-LUMO gap (alpha / beta), the calculation gives 8.7 / 7.1 eV. The highest occupied orbital energy (alpha / beta) comes out at -11.993 / -12.111 eV. The LUMO energy (alpha / beta) is -3.30 / -4.96 eV. The multiplicity is 2.

Geometry (Å):
Cd  1.3470  1.0476  1.6716
N  -2.6194  -5.5162  -5.7812
C  -2.1988  -5.0157  -4.8375
C  -1.6701  -4.3864  -3.6573
C  -0.6318  -3.4655  -3.7700
C  -0.1260  -2.8546  -2.6368
C  -0.6798  -3.1534  -1.4008
C  -1.7197  -4.0625  -1.2772
C  -2.2081  -4.6908  -2.4093
N  -0.1705  -2.5087  -0.2340
C  -0.0313  -3.0588  1.0240
C  0.4880  -2.0805  1.8060
N  0.6771  -0.9470  1.0420
C  0.2652  -1.2398  -0.1763
H  -0.2137  -3.2425  -4.7418
H  0.7051  -2.1660  -2.7146
H  -2.1546  -4.2691  -0.3080
H  -3.0166  -5.4042  -2.3323
H  -0.2769  -4.0847  1.2304
H  0.7503  -2.1232  2.8487
H  0.2629  -0.5679  -1.0174
C  1.2323  3.8942  3.6919
C  2.2171  2.8771  4.1092
C  3.2083  2.9856  5.1422
C  3.9165  1.8238  5.1290
C  3.3568  1.0149  4.0874
C  3.7894  -0.3305  3.6529
N  2.3244  1.6708  3.5003
H  1.1700  4.7007  4.4179
H  0.2454  3.4509  3.5512
H  1.5324  4.3140  2.7264
H  3.3383  3.8417  5.7836
H  4.7445  1.5377  5.7565
H  4.6276  -0.6848  4.2469
H  4.0885  -0.3114  2.6015
H  2.9695  -1.0473  3.7557
C  -3.7281  -1.2661  -3.1305
C  -3.0011  -0.2851  -2.2604
C  -2.2948  0.7742  -2.8188
C  -1.6636  1.7241  -2.0314
C  -0.9387  2.8628  -2.7003
C  -1.7031  1.5688  -0.6287
C  -0.9356  2.5055  0.1630
O  -0.5115  2.2929  1.3040
C  -2.4278  0.5080  -0.0366
C  -2.5886  0.3439  1.4515
C  -3.0661  -0.3925  -0.8716
H  -3.3529  -1.2515  -4.1524
H  -4.7914  -1.0185  -3.1614
H  -3.6406  -2.2790  -2.7386
H  -2.2528  0.8730  -3.8970
H  -1.0495  2.7893  -3.7797
H  0.1271  2.8617  -2.4719
H  -1.3440  3.8297  -2.3961
H  -0.6918  3.4694  -0.3005
H  -2.7401  1.2966  1.9550
H  -1.7070  -0.1181  1.8992
H  -3.4423  -0.2995  1.6590
H  -3.6515  -1.1933  -0.4322
F  1.4519  1.2858  -0.8401
Sb  3.2145  2.1087  -0.8149
F  3.5302  0.7611  0.5397
F  3.7955  0.9520  -2.1497
F  4.8628  2.9069  -0.5137
F  2.5796  3.3934  -2.0049
F  2.4224  3.0485  0.6791

Cartesian forces, eV/Å:
0.024 -0.001 0.020
-0.021 0.011 -0.006
0.034 -0.027 0.006
-0.027 0.008 0.003
-0.001 0.009 0.000
-0.007 0.003 -0.001
0.001 0.012 0.017
0.002 -0.006 0.009
0.002 0.012 0.003
0.042 -0.028 -0.009
-0.028 0.038 0.008
0.030 -0.076 -0.034
-0.036 0.059 0.075
0.021 -0.008 -0.032
0.003 -0.006 0.000
0.003 -0.010 -0.010
0.002 -0.005 -0.015
-0.001 -0.005 0.001
-0.008 0.000 0.010
-0.011 0.000 0.000
-0.024 0.006 0.011
0.002 -0.001 -0.004
-0.008 0.021 -0.003
-0.006 -0.012 0.002
0.010 0.020 -0.014
-0.003 0.003 0.033
0.001 -0.009 0.000
0.017 -0.054 -0.028
0.000 0.000 -0.001
0.000 0.001 -0.003
0.003 0.003 0.001
0.000 0.001 0.001
0.001 -0.001 0.001
-0.002 -0.001 0.002
-0.003 0.001 0.001
0.000 0.003 -0.011
-0.002 0.004 -0.008
0.019 -0.009 0.015
0.005 -0.002 -0.012
-0.013 0.018 -0.011
0.011 0.006 -0.005
-0.032 -0.014 0.020
0.036 -0.021 -0.035
-0.018 -0.004 0.056
-0.020 0.005 0.007
0.025 -0.018 -0.005
-0.003 0.006 -0.013
0.000 0.004 -0.003
-0.001 -0.005 -0.008
-0.003 -0.008 0.010
0.001 0.000 -0.002
0.004 0.000 -0.003
0.004 0.002 -0.007
-0.004 -0.005 -0.003
-0.002 -0.001 0.009
-0.006 0.007 -0.004
-0.003 0.012 0.000
-0.002 0.005 -0.002
0.002 0.000 0.000
0.001 -0.013 -0.014
0.015 0.046 0.051
-0.028 0.036 -0.034
-0.001 -0.041 0.004
-0.020 -0.024 -0.002
0.005 0.067 -0.009
0.019 -0.015 -0.027

Löwdin atomic charge list, values in e, 4 entries: 1.4541, 0.1832, -0.1685, -0.2240